(1)
Density functional theory data (wB97M-V/def2-TZVPD) for C46H46AsBCsN6O3 as an isolated structure in a non-equilibrium geometry.

Properties
Lowest unoccupied orbital energy, eV: 2.237
Energy relative to the best compared isomer or geometry (same formula, charge and spin), kcal/mol: 35.5
Charge: -1
Molar mass, g/mol: 949.6
HOMO-LUMO gap, eV: 7.563

Element x y z (Å)
Cs: 0.20436 0.54556 0.24000
C: -5.57608 -2.79863 -1.11645
C: -4.10736 -2.58834 -1.31710
C: -3.28022 -3.24550 -2.19441
C: -2.00443 -2.69148 -1.96840
N: -2.05469 -1.74864 -1.03734
N: -3.34831 -1.69049 -0.63458
B: -3.88866 -0.74609 0.47861
N: -3.89790 0.75149 0.06722
N: -2.78624 1.47862 -0.20169
C: -3.20734 2.69968 -0.50908
C: -4.61195 2.77488 -0.43723
C: -5.01501 1.51461 -0.06714
C: -6.41580 1.03482 0.15740
C: -2.26713 3.78194 -0.87576
C: -2.73896 5.05718 -1.18357
C: -1.86212 6.07881 -1.52651
C: -0.49216 5.84769 -1.56690
C: -0.00641 4.58240 -1.26488
C: -0.89098 3.56702 -0.92745
N: -3.21878 -1.00491 1.85871
N: -1.90353 -0.81049 2.11595
C: -1.71284 -1.18044 3.37848
C: -2.92065 -1.62429 3.95257
C: -3.85469 -1.49712 2.95279
C: -5.31320 -1.82803 3.01626
C: -0.38195 -1.11012 4.02649
C: -0.20864 -1.54660 5.34009
C: 1.03365 -1.48060 5.95782
C: 2.13394 -0.97581 5.27570
C: 1.97626 -0.53683 3.96734
C: 0.73290 -0.60793 3.35624
C: -0.74209 -3.10733 -2.61974
C: -0.77457 -3.73274 -3.86752
C: 0.38871 -4.19065 -4.47108
C: 1.61527 -4.02838 -3.84031
C: 1.66304 -3.39211 -2.60801
C: 0.49856 -2.93247 -2.00879
H: -5.90932 -3.58746 -1.79022
H: -6.15476 -1.89911 -1.33332
H: -5.81215 -3.09903 -0.09450
H: -3.55899 -4.03901 -2.87044
H: -5.04215 -1.04316 0.62059
H: -5.25634 3.62030 -0.62635
H: -7.10146 1.85953 -0.03891
H: -6.57538 0.69535 1.18285
H: -6.67906 0.20752 -0.50371
H: -3.80397 5.25636 -1.15313
H: -2.25407 7.06242 -1.76074
H: 0.18929 6.64775 -1.83277
H: 1.05904 4.36905 -1.28617
H: -0.50373 2.58899 -0.70036
H: -3.10442 -1.98338 4.95397
H: -5.54979 -2.17247 4.02306
H: -5.58627 -2.61718 2.31317
H: -5.94034 -0.96300 2.79453
H: -1.05548 -1.94341 5.88800
H: 1.14132 -1.82605 6.97924
H: 3.10168 -0.92383 5.75945
H: 2.81013 -0.12947 3.40603
H: 0.62572 -0.25627 2.34442
H: -1.72520 -3.84574 -4.37590
H: 0.33769 -4.66638 -5.44318
H: 2.52457 -4.38416 -4.30803
H: 2.61456 -3.24596 -2.11117
H: 0.55232 -2.43438 -1.05321
O: 3.41764 4.89727 -0.82443
C: 3.44014 4.73632 0.53247
C: 3.77336 5.82467 1.34120
C: 3.79571 5.70908 2.72131
C: 3.48140 4.49315 3.31525
C: 3.14497 3.41986 2.50417
C: 3.11672 3.50317 1.11254
C: 2.70199 2.24906 0.33974
O: 2.62537 2.32049 -0.90288
O: 2.41775 1.23393 1.03297
H: 3.62792 5.81873 -1.00590
H: 4.01396 6.77444 0.86994
H: 4.05491 6.57034 3.32771
H: 3.49005 4.38619 4.39371
H: 2.88006 2.46167 2.93421
C: 1.47454 2.68087 -3.75250
As: 1.05882 1.02864 -2.78207
C: 2.71483 0.10519 -3.27194
C: -0.18266 0.23622 -4.16279
C: 0.34271 0.10120 -5.55723
C: 0.17868 1.11446 -6.50491
C: 0.70493 0.99690 -7.78639
C: 1.40799 -0.14335 -8.15444
C: 1.57294 -1.16419 -7.22521
C: 1.04595 -1.04194 -5.94583
H: 1.87427 2.45246 -4.73990
H: 2.21339 3.22197 -3.16109
H: 0.57977 3.29332 -3.85550
H: 2.88983 0.16182 -4.34657
H: 2.68680 -0.94146 -2.96719
H: 3.51237 0.61600 -2.73284
H: -1.05692 0.88845 -4.12461
H: -0.48103 -0.73311 -3.75896
H: -0.36795 2.00900 -6.22612
H: 0.56500 1.80080 -8.50046
H: 1.81885 -0.23651 -9.15240
H: 2.11565 -2.06270 -7.49833
H: 1.17641 -1.84439 -5.22483

***

(2)
Density functional theory data (wB97M-V/def2-TZVPD) for C46H46BGeN8V as an isolated structure in a non-equilibrium geometry.

Properties
Lowest unoccupied orbital energy (spin up / spin down), eV: 2.345 / 2.344
Spin multiplicity: 2
Charge: -1
Molar mass, g/mol: 845.3
HOMO-LUMO gap (spin up / spin down), eV: 4.337 / 4.366
<S²>: 0.78

Element x y z (Å)
V: -0.89034 -0.37556 0.05986
C: -0.31563 -0.81494 3.49175
C: -0.62910 -2.01799 2.66970
C: -0.75824 -3.34164 3.10788
C: -1.05624 -4.07000 1.97267
C: -1.26875 -5.53533 1.84281
N: -1.10176 -3.20861 0.93581
N: -0.83141 -1.96655 1.35265
B: -1.41123 -3.48471 -0.53625
N: -0.15866 -3.15110 -1.34932
N: 0.40315 -1.93198 -1.34218
C: 1.45491 -1.98273 -2.14828
C: 2.31583 -0.81866 -2.47906
C: 1.59145 -3.27192 -2.67388
C: 0.53558 -3.98640 -2.14849
C: 0.16757 -5.40173 -2.42923
N: -2.55128 -2.56152 -0.98790
N: -2.30613 -1.38583 -1.57466
C: -3.46630 -0.87569 -1.96350
C: -3.54519 0.43703 -2.66108
C: -4.50102 -1.75765 -1.62262
C: -3.87627 -2.81964 -0.99567
C: -4.47705 -4.04044 -0.39058
H: 0.71413 -0.86356 3.85455
H: -0.44376 0.07572 2.87628
H: -0.98780 -0.75880 4.35111
H: -0.64739 -3.71659 4.10718
H: -1.22816 -5.99790 2.82581
H: -2.22991 -5.75565 1.38487
H: -0.49724 -5.97614 1.21202
H: -1.71475 -4.62061 -0.69041
H: 2.17452 -0.04768 -1.72886
H: 3.36448 -1.11920 -2.50632
H: 2.05051 -0.41602 -3.45887
H: 2.35357 -3.62415 -3.34048
H: 0.87018 -5.81077 -3.15211
H: 0.20659 -6.01183 -1.52764
H: -0.83952 -5.46428 -2.84084
H: -2.54085 0.80081 -2.87328
H: -4.10742 0.35358 -3.59219
H: -4.04659 1.16449 -2.02402
H: -5.55304 -1.64048 -1.79852
H: -5.55746 -3.99888 -0.49885
H: -4.10712 -4.94121 -0.88132
H: -4.22931 -4.10704 0.66897
C: -4.51645 0.16095 2.12417
C: -3.35510 -0.39191 1.61894
N: -2.45416 0.28153 0.88847
C: -2.78529 1.58044 0.56785
C: -3.94913 2.23820 1.07965
C: -4.81747 1.49998 1.88321
C: -4.13427 3.59020 0.70138
C: -3.30232 4.21581 -0.18301
C: -2.18691 3.55256 -0.76730
C: -1.39884 4.05318 -1.80189
C: -0.49515 3.16534 -2.42208
C: -0.22434 1.93888 -1.90979
N: -0.76500 1.50684 -0.66869
C: -1.93641 2.23854 -0.29560
H: -5.18698 -0.45347 2.71050
H: -3.12925 -1.43254 1.82059
H: -5.71076 1.95145 2.29227
H: -4.97950 4.11940 1.12671
H: -3.49013 5.24561 -0.46076
H: -1.55920 5.04255 -2.20259
H: -0.02994 3.45806 -3.35656
H: 0.39484 1.22060 -2.42971
C: 0.09488 1.29091 0.46254
Ge: 2.04069 1.72522 0.28573
C: 2.71145 2.73283 1.87618
C: 2.29668 2.38691 3.15595
C: 2.82915 3.01054 4.26976
C: 3.78541 4.00149 4.12227
C: 4.20670 4.35983 2.85242
C: 3.67609 3.72269 1.74704
C: 2.61369 2.90953 -1.21014
C: 2.16806 4.22481 -1.11537
C: 2.46434 5.15397 -2.08941
C: 3.20678 4.77703 -3.19858
C: 3.65127 3.47021 -3.31039
C: 3.36328 2.54689 -2.32035
C: 3.11051 0.04763 0.48897
C: 4.45972 -0.09045 0.19623
C: 5.10433 -1.29837 0.40204
C: 4.41137 -2.38038 0.92155
C: 3.07011 -2.24682 1.23823
C: 2.43330 -1.04055 1.02006
H: -0.25422 1.90889 1.31245
H: 1.54885 1.61268 3.26762
H: 2.49765 2.72090 5.25838
H: 4.20236 4.49467 4.99026
H: 4.95134 5.13404 2.72484
H: 4.01570 3.99439 0.75742
H: 1.57117 4.50904 -0.25799
H: 2.10534 6.17007 -1.99860
H: 3.43224 5.49787 -3.97432
H: 4.21579 3.16856 -4.18363
H: 3.72273 1.53221 -2.41434
H: 5.01330 0.74960 -0.20372
H: 6.15317 -1.40580 0.15516
H: 4.91923 -3.32296 1.07830
H: 2.51446 -3.08156 1.64677
H: 1.37730 -0.92894 1.23342

***

(3)
Density functional theory data (wB97M-V/def2-TZVPD) for C46H46F4N6O7PS2Ta as an isolated structure in a non-equilibrium geometry.

Properties
Lowest unoccupied orbital energy (spin up / spin down), eV: -8.700 / -8.710
Charge: +2
Molar mass, g/mol: 1147.0
HOMO-LUMO gap (spin up / spin down), eV: 3.382 / 3.372

Element x y z (Å)
Ta: -0.57616 0.25168 -0.11908
C: 0.83084 -2.91184 0.44350
N: 0.50711 -2.12477 -0.75281
C: -0.32912 -2.91291 -1.65929
C: 1.71531 -1.63325 -1.41527
C: 1.44343 -0.63999 -2.52492
N: 0.52966 0.43332 -2.14113
C: 0.36513 1.44444 -3.05695
C: -0.58861 2.43783 -2.81676
F: -1.35057 2.30453 -1.68549
C: -0.82108 3.53901 -3.60903
F: -1.77492 4.39139 -3.24196
C: -0.06920 3.75201 -4.74485
C: 0.88592 2.79541 -5.04057
F: 1.63685 2.93917 -6.11874
C: 1.08007 1.66731 -4.25767
F: 1.99886 0.79746 -4.68790
H: 1.28835 -3.86624 0.16496
H: -0.08095 -3.11910 1.00460
H: 1.54542 -2.39665 1.08083
H: 0.22850 -3.77978 -2.02831
H: -0.63189 -2.31038 -2.51342
H: -1.20958 -3.27910 -1.13176
H: 2.29063 -2.46664 -1.83489
H: 2.32689 -1.16508 -0.64674
H: 1.06622 -1.14846 -3.41807
H: 2.42109 -0.23040 -2.78678
H: -0.21818 4.61972 -5.36878
C: -5.65577 -2.97818 -4.40543
C: -6.17424 -1.95522 -3.62149
C: -5.35787 -1.27296 -2.73884
C: -4.00725 -1.62140 -2.62534
C: -3.48529 -2.63054 -3.42480
C: -4.31296 -3.30618 -4.31097
P: -3.07504 -0.71035 -1.33836
C: -3.77641 0.95620 -1.56099
C: -3.77573 1.46937 -2.86035
C: -4.24844 2.74626 -3.09965
C: -4.71140 3.52067 -2.04262
C: -4.72327 3.00744 -0.75489
C: -4.24062 1.73101 -0.50268
C: -3.73369 -1.36746 0.22853
C: -4.73028 -2.32275 0.21040
C: -5.29458 -2.81385 1.39527
C: -4.87453 -2.32321 2.59821
C: -3.83265 -1.37066 2.65914
C: -3.38127 -0.88956 3.91022
C: -2.36330 0.02621 3.97732
C: -1.71662 0.43152 2.80687
C: -2.07737 -0.04558 1.54972
C: -3.20241 -0.92087 1.46356
H: -6.29759 -3.50696 -5.09553
H: -7.21804 -1.68402 -3.69667
H: -5.77186 -0.48016 -2.13186
H: -2.44023 -2.90060 -3.37506
H: -3.90712 -4.09255 -4.93147
H: -3.41419 0.86106 -3.68144
H: -4.26364 3.14124 -4.10554
H: -5.06779 4.52356 -2.22870
H: -5.12499 3.59469 0.05908
H: -4.25590 1.32817 0.50157
H: -5.10129 -2.70186 -0.72915
H: -6.06366 -3.57050 1.34092
H: -5.32255 -2.66542 3.52127
H: -3.85829 -1.25124 4.81097
H: -2.02430 0.41019 4.92869
H: -0.90037 1.14028 2.89981
N: -1.37518 3.04875 0.99881
C: -0.08190 3.53608 1.35598
C: 0.28957 3.56185 2.69879
C: 1.60330 3.81577 3.04771
C: 2.53081 4.05251 2.05080
C: 2.16578 4.15872 0.71983
C: 0.84283 3.88937 0.36811
S: 4.27281 4.02435 2.62436
O: 5.04116 3.75326 1.41600
O: 4.43890 5.31710 3.22225
O: 4.23619 2.87839 3.52070
H: -2.00330 3.08788 1.79396
H: -1.77087 3.56445 0.21981
H: -0.44811 3.38468 3.47282
H: 1.93401 3.80974 4.07590
H: 2.90020 4.44034 -0.02108
H: 0.52398 3.96833 -0.66524
C: 5.11686 -4.85415 3.29647
C: 5.85486 -3.61196 2.82945
S: 4.95745 -2.89268 1.44973
O: 3.55951 -2.70856 1.80491
O: 5.15388 -3.65917 0.24690
C: 5.70418 -1.24861 1.11327
C: 5.17895 -0.02772 1.88933
N: 3.71845 0.07860 1.92295
C: 2.95093 0.47973 0.90974
N: 1.65462 0.39425 1.23748
C: 1.59880 -0.07855 2.51614
C: 2.87097 -0.26957 2.95397
N: 3.20078 -0.85955 4.21371
O: 4.35534 -1.15730 4.44112
O: 2.26204 -1.05095 4.95798
C: 3.47812 0.99722 -0.36867
H: 5.67502 -5.33958 4.09398
H: 5.00024 -5.55859 2.47397
H: 4.12965 -4.59150 3.67257
H: 6.84546 -3.84087 2.44003
H: 5.90583 -2.84960 3.60313
H: 5.56911 -1.13644 0.03914
H: 6.76654 -1.38796 1.30883
H: 5.55726 0.88749 1.42977
H: 5.51521 -0.04786 2.91884
H: 0.69276 -0.28979 3.05107
H: 4.11550 1.86331 -0.13800
H: 2.66958 1.30585 -1.02739
H: 4.11473 0.26845 -0.87233

***

(4)
Density functional theory data (wB97M-V/def2-TZVPD) for C46H46GeN4ReSSi as an isolated structure in a non-equilibrium geometry.

Properties
Lowest unoccupied orbital energy (spin up / spin down), eV: 4.110 / 4.101
Spin multiplicity: 2
Energy relative to the best compared isomer or geometry (same formula, charge and spin), kcal/mol: 22.4
Charge: -2
Molar mass, g/mol: 973.9
HOMO-LUMO gap (spin up / spin down), eV: 4.073 / 4.001
<S²>: 0.80

Element x y z (Å)
Re: -0.10992 0.49487 -0.57838
C: 4.40775 0.11619 -1.85674
C: 2.92976 0.34777 -1.65355
N: 2.33022 0.41953 -0.47430
N: 3.14930 0.46339 0.62918
C: 2.81491 0.33711 1.92287
N: 3.93100 0.66529 2.72830
S: 1.39598 -0.15181 2.59684
C: 2.08751 0.46396 -2.77261
C: 2.52465 0.27794 -4.11685
C: 1.64951 0.39396 -5.15516
C: 0.29545 0.71543 -4.89318
C: -0.07482 0.87001 -3.57611
N: 0.76048 0.75227 -2.53822
H: 5.02368 0.46051 -1.02812
H: 4.76300 0.65205 -2.73603
H: 4.61746 -0.95049 -1.99703
H: 4.12002 0.68022 0.47818
H: 4.24314 1.61730 2.57259
H: 3.65908 0.54964 3.69439
H: 3.55280 0.00534 -4.31205
H: 1.98809 0.22548 -6.17165
H: -0.43563 0.81150 -5.68207
H: -1.09936 1.08806 -3.31470
C: 0.23118 2.45173 0.07481
C: -0.15387 3.40883 0.76408
C: -0.59793 4.48424 1.54421
C: 0.14052 4.81062 2.74989
C: 0.02336 6.04965 3.42389
C: 0.70807 6.31287 4.60201
C: 1.56314 5.36936 5.16413
C: 1.74403 4.16611 4.48206
C: 1.06797 3.89475 3.30515
C: -1.87757 5.09130 1.18441
C: -2.78368 5.62274 2.12854
C: -4.03364 6.09879 1.75956
C: -4.44837 6.08031 0.43159
C: -3.57583 5.55127 -0.51762
C: -2.32857 5.06949 -0.15407
H: -0.60803 6.81814 2.99628
H: 0.57872 7.27587 5.08634
H: 2.06229 5.55990 6.10730
H: 2.41650 3.41531 4.88690
H: 1.21389 2.94558 2.80088
H: -2.51261 5.61032 3.17629
H: -4.70487 6.47171 2.52676
H: -5.42486 6.45417 0.14680
H: -3.87711 5.51138 -1.55955
H: -1.67238 4.64054 -0.90239
C: -3.62636 1.25372 -2.21040
Si: -3.52224 0.22509 -0.64977
C: -5.05950 0.67153 0.34521
C: -3.70930 -1.57639 -1.14128
C: -2.02611 0.53619 0.33536
H: -4.63996 1.24083 -2.62717
H: -2.93756 0.87626 -2.97010
H: -3.35765 2.29424 -1.99714
H: -5.97786 0.52582 -0.23616
H: -5.01837 1.72377 0.64892
H: -5.13284 0.06579 1.25507
H: -4.72721 -1.80474 -1.47688
H: -3.46549 -2.23909 -0.30316
H: -3.01272 -1.82319 -1.94768
H: -1.99096 -0.17245 1.17201
H: -2.14767 1.53114 0.77730
C: 0.02437 -1.27877 -0.58237
Ge: 0.67930 -3.03249 -0.23328
C: -0.71704 -4.27854 -0.86793
C: -1.25958 -4.06464 -2.13844
C: -2.31078 -4.83999 -2.61028
C: -2.85038 -5.84250 -1.81183
C: -2.32361 -6.07096 -0.54846
C: -1.26304 -5.29566 -0.08481
C: 2.21589 -3.48093 -1.36692
C: 2.31258 -2.82234 -2.59627
C: 3.34280 -3.11135 -3.48558
C: 4.30808 -4.05336 -3.15215
C: 4.22091 -4.72608 -1.93937
C: 3.17618 -4.44932 -1.06354
C: 0.95569 -3.46452 1.65150
C: -0.14912 -3.27570 2.48877
C: -0.05432 -3.46967 3.85933
C: 1.15625 -3.85596 4.42332
C: 2.26640 -4.02906 3.61051
C: 2.16549 -3.82888 2.23657
H: -0.87001 -3.25922 -2.75378
H: -2.72669 -4.64771 -3.59241
H: -3.68883 -6.43078 -2.16762
H: -2.74536 -6.84564 0.08225
H: -0.86288 -5.48055 0.90662
H: 1.57965 -2.06355 -2.85025
H: 3.39162 -2.58989 -4.43467
H: 5.12549 -4.26216 -3.83319
H: 4.96526 -5.46913 -1.67646
H: 3.10661 -5.01099 -0.14021
H: -1.08973 -2.94107 2.06074
H: -0.91670 -3.29353 4.49163
H: 1.23760 -3.99898 5.49466
H: 3.22051 -4.30122 4.04734
H: 3.05471 -3.93387 1.62863

***

- Among the records above, which one has the lowest molar mass?
  C46H46BGeN8V

***

- Number 1 is which compound?
  C46H46AsBCsN6O3

***

- Which of these has the lowest molar mass?
  C46H46BGeN8V

***

- Which of these has the highest charge?
  C46H46F4N6O7PS2Ta